{
  "formula": "C20H41N2P3RhS",
  "method": "the ωB97M-V functional and the def2-TZVPD basis",
  "de_lowest_kj_mol": 61.9,
  "charge": 3,
  "energy_ev": -66064.4716,
  "homo_ev": [-15.104, -16.853],
  "spin_multiplicity": 5,
  "symbols": ["C", "H", "H", "C", "C", "H", "H", "H", "P", "S", "N", "H", "H", "C", "H", "C", "C", "N", "H", "C", "C", "H", "C", "H", "C", "H", "H", "H", "H", "C", "H", "H", "H", "H", "H", "H", "H", "H", "C", "H", "C", "C", "H", "H", "H", "H", "H", "H", "H", "C", "H", "H", "C", "H", "C", "C", "H", "H", "H", "Rh", "C", "H", "H", "H", "C", "P", "P", "H"],
  "xyz": [[-0.7611, 2.4722, -2.2060], [-3.3713, -0.0458, 1.4221], [2.4828, -1.6939, -2.7543], [1.8371, -2.8105, -6.6546], [-1.3250, -2.4636, -3.0796], [1.6856, -3.9341, -3.9279], [-0.2690, 0.6317, -1.2974], [-3.4488, 2.0776, 0.5320], [-1.2432, 2.0757, -0.4453], [1.2548, 0.2169, -1.4233], [0.2158, -2.7192, 0.8968], [-3.4847, 2.5465, -1.1609], [0.3034, 2.7566, -2.2677], [-0.8727, -1.5232, -2.1646], [0.0796, 0.4031, 4.5865], [0.6025, -3.3244, -6.5487], [-3.0783, 1.8324, -0.4544], [0.4582, -1.6048, 1.5982], [-0.9400, 1.6122, -2.8721], [-2.0996, 2.2664, 3.0756], [1.4495, -2.0848, -2.7826], [1.7999, -3.9802, 3.3960], [-0.8200, 3.7246, 0.2908], [3.0592, 2.0091, -0.2531], [1.2595, -3.3994, 2.6757], [-0.1923, -2.6864, -0.0288], [0.2261, 3.9804, 0.0696], [-1.6420, 0.4031, 4.9961], [-3.5696, -0.1975, 3.2033], [-2.8862, -0.3550, 2.3537], [-0.2928, -2.8868, -7.0414], [2.6510, -3.3580, -6.1618], [0.6642, -4.7564, 0.9562], [3.9855, 1.2536, 2.4550], [-2.7127, 2.1309, 3.9793], [0.9494, 2.3266, 3.9510], [2.3702, 3.2299, 3.3728], [2.8821, 0.2046, 3.3358], [-0.9014, 0.0397, 4.2705], [-2.5975, -1.4121, 2.2848], [2.5487, 2.6352, 0.4864], [0.6995, -3.8306, 1.4705], [1.8453, 3.2941, -0.0230], [0.4642, -4.2602, -5.9624], [-1.4499, 4.4488, -0.2374], [-3.3607, 0.8199, -0.7459], [1.3339, -1.3592, 3.5347], [-1.6267, -0.9603, -1.5898], [3.2874, 3.2575, 1.0071], [1.4102, 2.7877, 3.0709], [0.7791, 3.6089, 2.7217], [3.3629, -0.1897, 1.6844], [0.5131, -1.2357, -2.1084], [-2.7473, 2.6674, 2.2905], [3.1065, 0.6191, 2.3602], [-0.3973, -3.2711, -3.7474], [2.0901, -1.9223, -7.2784], [-1.0242, 3.7701, 1.3633], [-0.7498, -3.8911, -4.5448], [-0.0881, 0.3360, 0.7017], [1.0579, -2.0338, 2.7136], [-1.3227, 3.0012, 3.3155], [-0.8855, -1.0535, 4.3215], [-1.4006, 3.3028, -2.5259], [0.9742, -3.2020, -3.4792], [-1.3654, 0.6350, 2.5759], [1.6615, 1.5805, 1.6973], [-2.4248, -2.5122, -3.2504]],
  "mulliken_charge": [-1.274, 0.296, 0.449, -0.416, -0.640, 0.770, -0.822, 0.427, 1.589, -0.402, -0.031, 0.484, 0.374, -0.483, 0.330, -0.467, -1.333, 0.236, 0.484, -1.476, -0.697, 0.460, -1.247, 0.432, -1.237, 0.074, 0.298, 0.514, 0.438, -1.281, 0.283, 0.247, 0.514, 0.500, 0.558, 0.302, 0.524, 0.382, -1.438, 0.341, -1.385, -0.126, 0.209, 0.390, 0.538, 0.317, 0.549, 0.469, 0.525, -1.393, 0.399, 0.390, 1.290, 0.394, -1.426, -0.702, 0.288, 0.216, 0.587, 0.624, -0.574, 0.398, 0.486, 0.540, -0.812, 0.972, 1.323, 0.450]
}